{
  "formula": "C5H8N2",
  "method": "ωB97M-V with the def2-TZVPD basis set",
  "species": ["C", "C", "C", "C", "N", "C", "N", "H", "H", "H", "H", "H", "H", "H", "H"],
  "xyz": [[2.654416, -0.348346, -0.533033], [-0.213444, 0.105026, 1.793284], [-0.410759, -0.721969, 0.688877], [-1.322653, 0.125660, 0.025350], [-2.268588, -0.219253, -0.893597], [-1.195119, 1.451883, 0.607108], [-0.273348, 1.423113, 1.556535], [2.709250, -1.095828, 0.262442], [2.046104, -0.738266, -1.353117], [3.661074, -0.123925, -0.894768], [-0.396312, -1.801523, 0.640820], [-3.184081, 0.198801, -0.827349], [-2.261485, -1.164043, -1.246203], [-1.733965, 2.349225, 0.314902], [2.188910, 0.559449, -0.141248]],
  "atomic_forces_ev_per_a": [[0.0, 0.0, 0.0], [0.2, -0.1, 0.0], [-0.2, 0.0, 0.1], [0.0, -0.1, 0.0], [-0.1, -0.1, 0.1], [0.0, 0.1, -0.1], [-0.2, -0.1, 0.0], [0.0, 0.1, -0.1], [0.1, 0.1, 0.1], [-0.1, 0.0, 0.0], [0.0, 0.2, 0.0], [0.1, 0.0, 0.0], [0.0, 0.1, 0.1], [0.1, -0.1, 0.0], [0.1, -0.1, -0.1]],
  "mulliken_charge": [-0.959, -0.097, -0.488, 0.887, -0.463, -0.661, -0.386, 0.239, 0.233, 0.302, 0.346, 0.227, 0.227, 0.400, 0.194],
  "homo_lumo_gap_ev": [7.7, 7.7],
  "total_charge": 0,
  "multiplicity": 1,
  "homo_energy_ev": [-8.2, -8.5]
}


{
  "formula": "C5H8N2",
  "method": "ωB97M-V with the def2-TZVPD basis set",
  "species": ["C", "C", "C", "C", "C", "N", "N", "H", "H", "H", "H", "H", "H", "H", "H"],
  "xyz": [[2.287788, 0.178568, -0.137765], [0.906594, 0.159372, 0.227070], [-0.288167, -0.692026, 0.373565], [-0.555553, -2.067154, -0.307466], [-0.832442, 1.684659, -0.343117], [3.406234, 0.388467, -0.274059], [-0.108822, 0.502040, -0.511364], [0.833305, 1.514052, 1.791751], [-0.733919, -0.602531, 1.423980], [-1.525098, -1.928287, -0.716115], [-0.607482, -2.932839, 0.473969], [0.209724, -2.425900, -1.101845], [-0.031897, 2.467191, -0.329236], [-1.560502, 1.821023, -1.105486], [-1.399769, 1.933358, 0.536125]],
  "atomic_forces_ev_per_a": [[-0.6, 0.2, 0.8], [2.5, 1.0, 3.1], [0.5, -1.3, 0.7], [1.9, -1.0, 1.1], [0.9, 3.1, -0.6], [0.6, -0.2, -0.4], [-3.2, -1.7, -0.2], [0.3, -1.8, -1.7], [0.3, 0.3, -1.8], [-0.9, -0.4, -0.7], [0.1, 1.7, -1.2], [-1.3, 1.1, 1.3], [-0.9, -0.1, -0.6], [-0.2, 0.2, -1.1], [0.1, -1.1, 1.4]],
  "mulliken_charge": [-0.015, 0.045, 0.210, -1.067, -0.984, -0.391, -0.136, 0.081, 0.356, 0.264, 0.303, 0.306, 0.383, 0.312, 0.335],
  "homo_lumo_gap_ev": [8.9, 8.3],
  "total_charge": 0,
  "multiplicity": 1,
  "homo_energy_ev": [-9.5, -8.9]
}


{
  "formula": "C5H8N2",
  "method": "ωB97M-V with the def2-TZVPD basis set",
  "species": ["C", "C", "C", "C", "N", "C", "N", "H", "H", "H", "H", "H", "H", "H", "H"],
  "xyz": [[-1.056985, 1.159943, 0.011907], [-0.380445, -0.177683, -0.202705], [0.979884, -0.120436, -0.838814], [2.008081, 0.459616, -0.267685], [2.943785, 1.069740, 0.247957], [-0.713666, -1.295749, 0.716711], [-1.183403, -1.304263, -0.668303], [-0.447771, 1.805597, 0.653879], [-1.198886, 1.675454, -0.944062], [-2.035499, 1.031435, 0.489226], [1.121107, -0.600784, -1.800724], [3.517809, 0.482148, 0.853324], [-1.430261, -1.101834, 1.514109], [0.040660, -2.043107, 0.949631], [-2.164414, -1.040073, -0.714456]],
  "atomic_forces_ev_per_a": [[0.0, 0.0, 0.0], [0.1, 0.2, 0.1], [0.2, 0.1, 0.1], [0.2, 0.0, 0.1], [-0.5, -0.3, -0.3], [0.1, -0.1, 0.3], [-0.2, 0.0, -0.2], [-0.1, -0.1, -0.1], [0.0, -0.1, 0.1], [0.1, 0.0, -0.1], [0.0, 0.1, 0.1], [0.0, 0.1, 0.0], [0.1, 0.0, -0.2], [-0.1, 0.1, -0.1], [0.1, 0.0, 0.0]],
  "mulliken_charge": [-1.272, 1.142, -0.900, 0.426, -0.597, -0.618, -0.694, 0.339, 0.308, 0.368, 0.400, 0.270, 0.268, 0.278, 0.281],
  "homo_lumo_gap_ev": 9.7,
  "total_charge": 0,
  "smiles": "C[C@@]1(C=C=N)CN1",
  "multiplicity": 1,
  "homo_energy_ev": -8.8
}


{
  "formula": "C5H8N2",
  "method": "ωB97M-V with the def2-TZVPD basis set",
  "species": ["C", "C", "C", "C", "N", "N", "C", "H", "H", "H", "H", "H", "H", "H", "H"],
  "xyz": [[1.399741, -1.170113, -0.787557], [1.029873, 0.269155, -0.484750], [-0.421730, 0.478230, -0.685595], [-1.284008, -0.363177, -1.536364], [-1.923744, -1.043737, -2.224296], [-0.455430, 0.101389, 0.738185], [-0.590276, 1.174280, 1.717087], [0.622717, -1.958466, -0.803304], [1.735320, -1.071808, -1.830679], [2.265975, -1.530933, -0.221739], [0.095306, -0.698330, 1.001323], [-0.704047, 1.530314, -0.803289], [0.027321, 2.041988, 1.447937], [-0.246927, 0.780854, 2.678164], [-1.646858, 1.463982, 1.807445]],
  "atomic_forces_ev_per_a": [[0.2, 0.1, -0.1], [-0.1, -0.5, -0.1], [-0.1, 0.0, 0.1], [-0.6, -0.9, -0.8], [0.8, 0.9, 0.8], [0.0, 0.7, -0.3], [0.1, -0.2, 0.1], [0.0, 0.4, 0.1], [0.1, -0.1, 0.0], [-0.1, 0.2, -0.1], [-0.3, -0.2, 0.1], [0.0, -0.3, 0.1], [-0.2, -0.2, 0.1], [-0.1, 0.2, -0.1], [0.3, 0.0, 0.0]],
  "mulliken_charge": [-1.063, -0.293, 0.287, -0.135, -0.432, -0.241, -0.886, 0.397, 0.354, 0.325, 0.341, 0.395, 0.323, 0.335, 0.292],
  "homo_lumo_gap_ev": 9.6,
  "total_charge": 0,
  "multiplicity": 1,
  "homo_energy_ev": -8.7
}


{
  "formula": "C5H8N2",
  "method": "ωB97M-V with the def2-TZVPD basis set",
  "species": ["C", "C", "C", "C", "N", "C", "N", "H", "H", "H", "H", "H", "H", "H", "H"],
  "xyz": [[-0.255971, -1.513838, 0.814236], [0.087365, -0.670569, -0.157569], [-0.546800, -0.671662, -1.530849], [1.098328, 0.415492, 0.110971], [0.437696, 1.703157, 0.387793], [-0.408063, 1.738737, 1.432842], [-1.090918, 1.797068, 2.369843], [0.210716, -1.486561, 1.798786], [-1.014588, -2.268274, 0.640456], [0.175555, -1.042993, -2.268701], [-1.437724, -1.307293, -1.577049], [-0.848585, 0.336360, -1.851621], [1.775192, 0.575946, -0.738264], [1.709452, 0.179813, 0.988172], [0.108346, 2.214619, -0.419045]],
  "atomic_forces_ev_per_a": [[0.1, 0.1, -0.2], [-0.1, -0.2, 0.1], [0.0, -0.1, 0.0], [0.1, -0.1, 0.1], [-0.1, 0.2, 0.0], [-0.4, 0.2, 0.6], [0.5, -0.1, -0.8], [-0.1, 0.0, -0.3], [0.0, 0.0, 0.1], [-0.1, 0.1, 0.0], [0.2, 0.1, 0.1], [0.1, -0.2, 0.1], [-0.2, 0.0, 0.2], [-0.1, 0.0, -0.2], [0.0, 0.0, 0.1]],
  "mulliken_charge": [-0.923, 0.973, -1.173, -1.028, -0.292, 0.419, -0.462, 0.263, 0.273, 0.282, 0.358, 0.286, 0.357, 0.367, 0.299],
  "homo_lumo_gap_ev": 10.4,
  "total_charge": 0,
  "smiles": "C=C(C)CNC#N",
  "multiplicity": 1,
  "homo_energy_ev": -9.7
}


{
  "formula": "C5H8N2",
  "method": "ωB97M-V with the def2-TZVPD basis set",
  "species": ["C", "C", "C", "C", "N", "C", "N", "H", "H", "H", "H", "H", "H", "H", "H"],
  "xyz": [[2.202101, -0.560429, 0.147984], [0.917222, -0.420930, 0.489376], [-0.284684, -1.060136, -0.033670], [-1.294573, -0.177419, 0.154618], [-2.587436, -0.185010, -0.326399], [-0.863654, 0.987894, 1.007689], [0.414879, 0.705171, 1.215774], [2.972416, 0.108706, 0.521658], [2.539682, -1.388538, -0.468204], [0.744028, 1.262385, -1.432235], [-0.293634, -1.999933, -0.571054], [-2.955538, 0.753208, -0.425670], [-2.725982, -0.726228, -1.169399], [0.148238, 1.674373, -1.268093], [1.029992, 1.345165, 1.699739]],
  "atomic_forces_ev_per_a": [[0.0, -0.3, 0.4], [0.0, 0.0, -0.1], [0.0, 0.1, 0.0], [0.0, 0.0, 0.1], [0.2, 0.0, -0.2], [0.3, -0.3, 0.0], [-0.1, 0.3, -0.2], [-0.2, 0.0, 0.0], [-0.2, 0.2, 0.0], [0.0, 0.1, -0.1], [0.0, 0.2, -0.1], [-0.1, -0.1, 0.2], [0.0, 0.0, 0.2], [0.0, 0.1, -0.1], [-0.1, -0.1, -0.1]],
  "mulliken_charge": [-0.869, 0.108, -0.382, 0.682, -0.553, -0.776, 0.172, 0.249, 0.269, -0.006, 0.392, 0.258, 0.250, 0.022, 0.185],
  "homo_lumo_gap_ev": 8.3,
  "total_charge": 0,
  "multiplicity": 1,
  "homo_energy_ev": -8.3
}


{
  "formula": "C5H8N2",
  "method": "ωB97M-V with the def2-TZVPD basis set",
  "species": ["C", "C", "C", "N", "C", "C", "N", "H", "H", "H", "H", "H", "H", "H", "H"],
  "xyz": [[1.420419, -0.941476, -0.459977], [0.413077, 0.042132, 0.103860], [0.163795, 1.245075, -0.780157], [-0.821069, -0.726767, 0.557393], [0.317327, 0.014213, 1.582579], [-2.077277, -0.242537, 0.686810], [-3.157079, 0.124327, 0.896691], [2.401858, -0.457633, -0.438656], [1.200252, -1.247048, -1.488795], [1.489839, -1.815674, 0.195167], [0.054855, 0.967543, -1.835031], [-0.713041, 1.819479, -0.466628], [1.038653, 1.899918, -0.696313], [-0.765050, -1.737768, 0.502412], [-0.270755, 0.907685, 1.873767]],
  "atomic_forces_ev_per_a": [[0.0, 0.0, 0.0], [0.2, 0.0, -0.1], [0.0, 0.1, 0.1], [-0.2, -0.2, 0.1], [-0.1, 0.2, -0.1], [-0.9, 0.4, 0.2], [1.0, -0.3, -0.4], [-0.1, 0.0, 0.0], [0.0, 0.1, 0.1], [0.0, 0.1, -0.1], [0.0, 0.0, 0.2], [0.1, -0.1, 0.0], [-0.1, -0.1, 0.0], [0.0, 0.1, 0.2], [0.1, -0.2, 0.0]],
  "mulliken_charge": [-1.597, 1.088, -1.392, -0.204, -0.660, 0.420, -0.446, 0.375, 0.358, 0.450, 0.340, 0.379, 0.359, 0.273, 0.259],
  "homo_lumo_gap_ev": 9.0,
  "total_charge": 0,
  "multiplicity": 1,
  "homo_energy_ev": -8.4
}


{
  "formula": "C5H8N2",
  "method": "ωB97M-V with the def2-TZVPD basis set",
  "species": ["C", "C", "C", "N", "N", "C", "C", "H", "H", "H", "H", "H", "H", "H", "H"],
  "xyz": [[0.420321, 0.170478, 2.229503], [0.118794, 0.226923, 0.950852], [-0.990867, 0.305836, 0.099639], [-1.935468, 1.286249, 0.067549], [-1.007518, -0.740579, -0.729213], [0.251726, -1.171135, -0.863145], [1.380208, -0.424295, -1.522340], [-0.337938, 0.100928, 3.010253], [1.448067, 0.163020, 2.576536], [-2.081744, 1.852247, 0.886177], [-2.632740, 1.243917, -0.657033], [0.353396, -2.256149, -0.949395], [2.329944, -0.663452, -1.042516], [1.449536, -0.747458, -2.568936], [1.234283, 0.653468, -1.487931]],
  "atomic_forces_ev_per_a": [[-0.1, -0.1, 0.1], [-0.3, 0.4, -0.1], [0.2, 0.2, 0.3], [0.3, -0.1, -0.1], [0.5, -0.6, 0.4], [-0.6, 0.2, -0.8], [0.1, 0.2, 0.3], [0.0, 0.0, 0.0], [0.0, 0.0, -0.1], [-0.1, -0.1, -0.2], [0.0, 0.1, 0.2], [0.0, 0.0, 0.0], [0.0, 0.0, -0.1], [-0.1, -0.1, 0.1], [0.0, -0.1, 0.0]],
  "mulliken_charge": [-0.730, 0.053, 0.383, -0.395, -0.590, 0.041, -0.963, 0.262, 0.240, 0.239, 0.238, 0.339, 0.278, 0.328, 0.277],
  "homo_lumo_gap_ev": [8.6, 8.6],
  "total_charge": 0,
  "smiles": "C=C=C(N)/N=C\\C",
  "multiplicity": 1,
  "homo_energy_ev": [-7.9, -7.9]
}


{
  "formula": "C5H8N2",
  "method": "ωB97M-V with the def2-TZVPD basis set",
  "species": ["C", "C", "C", "C", "N", "C", "N", "H", "H", "H", "H", "H", "H", "H", "H"],
  "xyz": [[1.213787, 0.059251, 1.692351], [1.269735, 0.705378, 0.321840], [0.080949, 0.378520, -0.526306], [-1.235475, 0.484474, -0.193084], [-1.921350, -0.258034, -1.135955], [-0.977035, -0.893823, -1.890299], [0.222377, -0.510139, -1.570760], [2.017219, 0.359102, 2.365279], [0.226123, 0.051330, 2.144217], [1.445515, -1.010055, 1.572170], [2.068891, 0.268073, -0.284596], [1.499240, 1.768163, 0.371971], [-1.762259, 1.031000, 0.569424], [-2.830067, -0.671306, -0.997632], [-1.317657, -1.761938, -2.438625]],
  "atomic_forces_ev_per_a": [[0.6, -1.5, -0.1], [0.5, 0.3, -1.0], [-0.3, -0.5, 0.9], [-0.4, 0.4, -0.5], [0.1, -0.6, 0.4], [-0.8, -0.1, 0.6], [0.3, -0.2, -0.3], [-0.3, 0.6, 0.1], [0.0, 0.5, 0.2], [-0.2, 0.1, -0.2], [0.3, 0.1, 0.4], [-0.3, 0.2, 0.1], [0.1, 0.1, 0.0], [-0.1, 0.4, -0.1], [0.5, 0.3, -0.6]],
  "mulliken_charge": [-1.094, -0.567, 0.519, -0.572, -0.136, -0.217, -0.585, 0.340, 0.299, 0.313, 0.291, 0.347, 0.437, 0.266, 0.358],
  "homo_lumo_gap_ev": 9.6,
  "total_charge": 0,
  "smiles": "CCc1c[nH]cn1",
  "multiplicity": 1,
  "homo_energy_ev": -8.7
}


{
  "formula": "C5H8N2",
  "method": "ωB97M-V with the def2-TZVPD basis set",
  "species": ["C", "C", "C", "N", "C", "C", "N", "H", "H", "H", "H", "H", "H", "H", "H"],
  "xyz": [[-1.260174, 0.825418, 0.372411], [-0.022347, -0.001077, 0.775187], [-0.066951, -1.496672, 0.319443], [0.610858, -1.185395, -0.964354], [1.106405, 0.030077, -0.263153], [1.286935, 1.240136, -1.044212], [1.389483, 2.232647, -1.625774], [-1.619782, 0.563906, -0.631929], [-2.103566, 0.690885, 1.063156], [-1.023887, 1.899139, 0.349287], [0.237873, 0.204171, 1.818035], [-1.112473, -1.652386, 0.418836], [0.582691, -2.179139, 0.879079], [-0.047208, -0.933269, -1.698864], [2.042144, -0.238444, 0.232852]],
  "atomic_forces_ev_per_a": [[0.2, -0.1, 0.0], [0.3, 0.1, 0.0], [-0.3, 1.0, 1.1], [-0.2, 0.2, 0.0], [0.5, 0.4, -0.1], [0.2, 1.0, -0.6], [-0.1, -0.7, 0.4], [0.1, 0.0, 0.2], [0.3, -0.1, -0.1], [0.0, -0.3, 0.1], [0.2, 0.0, -0.2], [-0.9, -1.7, -0.8], [-0.5, 0.1, 0.1], [0.0, 0.0, 0.2], [0.1, 0.2, -0.2]],
  "mulliken_charge": [-1.431, 0.230, -0.719, -0.539, 0.150, -0.005, -0.452, 0.327, 0.376, 0.394, 0.365, 0.383, 0.299, 0.347, 0.275],
  "homo_lumo_gap_ev": 10.7,
  "total_charge": 0,
  "multiplicity": 1,
  "homo_energy_ev": -9.8
}


{
  "formula": "C5H8N2",
  "method": "ωB97M-V with the def2-TZVPD basis set",
  "species": ["C", "C", "C", "N", "C", "N", "C", "H", "H", "H", "H", "H", "H", "H", "H"],
  "xyz": [[-2.203770, -0.292602, -0.148786], [-0.811742, 0.081431, 0.248049], [-0.184202, 1.280031, -0.037210], [1.113749, 1.188877, 0.383697], [1.380341, -0.130137, 0.642729], [2.439992, -0.510526, -0.249821], [0.169897, -0.794570, 0.764878], [-2.455842, -1.299379, 0.196080], [-2.940860, 0.411127, 0.242006], [-2.284666, -0.296379, -1.243488], [-0.571878, 2.185429, -0.474099], [1.879864, 1.775637, 0.088511], [2.491329, -1.522317, -0.303405], [1.935617, -0.231439, -1.112566], [0.042167, -1.845185, 1.003428]],
  "atomic_forces_ev_per_a": [[-0.2, 0.0, 0.0], [-0.1, 0.1, 0.0], [-0.4, 0.3, 0.4], [0.0, -0.1, -0.4], [-0.2, 0.1, -0.1], [0.1, -0.3, 0.1], [0.0, 0.0, -0.2], [0.0, 0.2, 0.0], [-0.1, -0.1, 0.0], [-0.1, 0.0, 0.2], [-0.1, 0.1, 0.3], [-0.2, 0.0, -0.1], [0.3, 0.0, 0.2], [1.0, -0.5, 0.0], [0.1, 0.1, -0.3]],
  "mulliken_charge": [-1.140, 0.976, -1.045, -0.108, 0.337, -0.664, -0.785, 0.322, 0.299, 0.257, 0.403, 0.277, 0.261, 0.255, 0.357],
  "homo_lumo_gap_ev": 8.4,
  "total_charge": 0,
  "smiles": "Cc1c[nH]c(N)c1",
  "multiplicity": 1,
  "homo_energy_ev": -7.5
}


{
  "formula": "C5H8N2",
  "method": "ωB97M-V with the def2-TZVPD basis set",
  "species": ["C", "C", "C", "N", "H", "H", "H", "C", "N", "C", "H", "H", "H", "H", "H"],
  "xyz": [[-2.682750, -1.410974, 0.120471], [-1.672214, -1.377199, -0.747565], [-0.874612, -1.779945, -1.683178], [-0.177190, -1.712744, -2.749282], [-2.733313, -2.032416, 1.006335], [-3.130040, -0.511543, 0.361371], [0.355544, -2.519826, -2.924206], [0.779803, 0.588113, 1.906103], [1.541583, 1.113552, 1.088081], [1.349181, 0.829048, -0.296773], [0.845581, 1.023946, 3.002954], [0.108633, -0.304825, 1.705994], [0.541425, 1.389614, -0.689154], [2.360142, 1.011112, -0.612541], [1.144689, -0.213927, -0.556886]],
  "atomic_forces_ev_per_a": [[2.7, -0.2, 0.5], [-1.0, -1.4, -0.2], [1.3, 1.2, -2.0], [-2.4, 0.9, 2.7], [0.0, -1.0, -0.5], [-1.5, 1.9, -0.2], [0.9, -1.5, -0.3], [-0.7, -0.6, 3.6], [-0.7, 1.1, 0.1], [1.8, -1.6, 0.1], [-0.3, -1.3, -2.0], [0.4, 1.1, 0.1], [-0.3, 1.1, -0.7], [0.0, 0.5, -1.7], [-0.2, -0.2, 0.4]],
  "mulliken_charge": [-0.776, -0.015, 0.543, -0.551, 0.264, 0.280, 0.268, -0.145, -0.425, -0.595, 0.229, 0.155, 0.289, 0.339, 0.140],
  "homo_lumo_gap_ev": 8.6,
  "total_charge": 0,
  "smiles": "C=C=C=N.C=NC",
  "multiplicity": 1,
  "homo_energy_ev": -9.3
}